Density functional theory data (ωB97M-V with the def2-TZVPD basis set) for 2 unconnected molecules or ions with the total composition C4H12.

Computed properties:
E_tot: -159.58389 a.u.
ΔE to the lowest compared entry with this formula, charge and spin: 0.7 kcal per mole
HOMO level: -11.811 eV
2S+1: 1
Orbital gap: 12.951 eV

Element x y z (Å)
C (-0.84960, -2.05132, -0.15622)
C (0.26781, -2.17553, -1.18386)
H (-1.82790, -2.34809, -0.52864)
H (-0.58874, -2.64166, 0.72861)
H (-0.90803, -1.01768, 0.17918)
H (0.51544, -3.20728, -1.44590)
H (1.17166, -1.70622, -0.79237)
H (0.03600, -1.64350, -2.10337)
C (0.76891, 1.57730, 0.42213)
C (-0.16617, 2.68156, 0.89861)
H (1.13497, 0.95508, 1.24030)
H (0.29452, 0.90670, -0.29313)
H (1.61471, 1.99921, -0.11280)
H (-1.01810, 2.30757, 1.47530)
H (0.36991, 3.39820, 1.53699)
H (-0.58901, 3.23812, 0.06402)

Cartesian forces, eV/Å:
C 0.44 -0.03 0.25
C 0.14 0.12 -0.08
H 0.03 -0.12 -0.01
H -0.27 -0.02 -0.10
H -0.19 0.09 0.01
H -0.13 0.06 0.07
H 0.09 -0.11 0.02
H -0.12 0.00 -0.14
C -0.14 -0.10 -0.16
C -0.03 0.15 0.30
H 0.06 0.12 0.02
H -0.22 -0.02 0.02
H 0.25 0.08 0.10
H 0.17 -0.10 -0.03
H -0.15 -0.17 -0.15
H 0.07 0.05 -0.10

=====

Density functional theory data (ωB97M-V with the def2-TZVPD basis set) for a single C2H6 molecule at a distorted geometry.

Computed properties:
E_tot: -79.74790 a.u.
ΔE to the lowest compared entry with this formula, charge and spin: 27.6 kcal per mole
HOMO level: -11.636 eV
2S+1: 1
Orbital gap: 12.899 eV

Element x y z (Å)
C (0.77349, 0.13895, -0.23178)
C (-0.74804, -0.09143, 0.15731)
H (1.16064, -0.53652, -0.94997)
H (0.90384, 1.04341, -0.75943)
H (1.21476, 0.01917, 0.84111)
H (-1.37940, -0.15536, -0.53348)
H (-1.22089, 0.71307, 0.81719)
H (-0.70441, -1.13129, 0.65903)

Cartesian forces, eV/Å:
C -1.91 -0.26 3.09
C 5.32 -0.54 6.26
H 0.20 -1.48 -0.17
H 0.38 1.66 0.28
H 0.27 0.68 -2.43
H -4.88 -0.69 -6.42
H 1.25 -1.13 -0.31
H -0.62 1.77 -0.30

=====

Density functional theory data (ωB97M-V with the def2-TZVPD basis set) for a molecular structure, C4H6FO4Rb at a distorted geometry.

Computed properties:
E_tot: -580.91779 a.u.
ΔE to the lowest compared entry with this formula, charge and spin: 0.0 kcal per mole
HOMO level: -7.976 eV
2S+1: 1
Orbital gap: 7.597 eV

Element x y z (Å)
C (-0.46807, 3.27784, 2.86574)
O (-0.77499, 3.46886, 1.49588)
H (0.21426, 2.42439, 2.98926)
H (0.04717, 4.18369, 3.19883)
H (-1.37461, 3.15496, 3.47651)
C (-1.24976, 0.45511, 1.54145)
O (-0.78088, 1.35227, 0.67732)
C (-1.56845, 2.55915, 0.77277)
C (-2.83269, 2.06196, 1.48949)
O (-2.43936, 0.78887, 2.01472)
O (-0.81265, -0.67754, 1.58925)
F (0.63822, -1.27547, -2.47261)
H (-1.72263, 2.97044, -0.22760)
H (-3.14586, 2.71237, 2.31230)
H (-3.67379, 1.92777, 0.80205)
Rb (1.15395, -3.13018, -0.74867)

Cartesian forces, eV/Å:
C -0.11 -0.38 -0.04
O -0.78 0.89 -0.92
H -0.23 0.11 0.11
H -0.13 -0.19 -0.17
H 0.23 -0.10 -0.06
C 0.11 -3.29 -2.41
O -0.21 0.85 -0.03
C 1.38 -0.12 1.38
C 0.00 0.16 -0.04
O -0.70 0.78 0.95
O 0.09 1.38 1.02
F 0.20 -0.69 0.54
H 0.13 -0.07 0.31
H 0.13 -0.09 -0.20
H 0.20 -0.09 0.08
Rb -0.31 0.86 -0.51

=====

Density functional theory data (ωB97M-V with the def2-TZVPD basis set) for 9 unconnected molecules or ions with the total composition C49H92N3O19 at a distorted geometry.

Computed properties:
E_tot: -3515.99270 a.u.
ΔE to the lowest compared entry with this formula, charge and spin: 11.6 kcal per mole
HOMO level: -3.639 eV
Net charge: -1
2S+1: 1
Orbital gap: 5.644 eV

Element x y z (Å)
C (-1.13992, -34.53576, 33.44246)
C (-0.79545, -35.39921, 32.19144)
O (-1.06995, -34.69569, 31.03852)
H (-1.36052, -35.08166, 34.36952)
H (-1.86900, -33.77033, 33.18383)
H (-0.23375, -33.98077, 33.71159)
H (-1.30356, -36.38228, 32.25806)
H (0.28979, -35.61659, 32.27961)
C (-3.59883, -36.75094, 36.12203)
C (-4.61172, -36.48067, 37.24285)
C (-4.06282, -36.78326, 38.64404)
O (-4.40351, -35.62584, 39.42737)
C (-4.95680, -34.70865, 38.62337)
O (-5.31295, -33.61093, 38.96426)
O (-4.88159, -35.08149, 37.35055)
H (-2.58919, -36.62535, 36.51150)
H (-3.61159, -35.98699, 35.34038)
H (-3.88819, -37.69774, 35.67507)
H (-5.52738, -37.07258, 37.17476)
H (-2.98175, -36.93355, 38.68173)
H (-4.49717, -37.66862, 39.10931)
C (3.45240, -34.92513, 35.63416)
C (2.13605, -35.44508, 36.21767)
C (1.43048, -36.46620, 35.33468)
O (1.15076, -37.54561, 36.18472)
C (1.75924, -37.42281, 37.37502)
O (1.66106, -38.14367, 38.31772)
O (2.52471, -36.30209, 37.33411)
H (4.07631, -34.66829, 36.49218)
H (3.30132, -34.06812, 34.97851)
H (4.03324, -35.65928, 35.07721)
H (1.43120, -34.75851, 36.68290)
H (2.00779, -36.85822, 34.49181)
H (0.56767, -35.99293, 34.85892)
C (-1.43801, -32.12480, 40.56633)
C (-1.91509, -32.24031, 39.13534)
C (-1.76273, -30.91895, 38.33497)
O (-1.31195, -31.39430, 37.08341)
C (-0.91187, -32.67465, 37.16665)
O (-0.60772, -33.41018, 36.28393)
O (-0.97340, -33.05439, 38.46263)
H (-0.50571, -31.56574, 40.63642)
H (-1.47732, -33.07471, 41.09763)
H (-2.12675, -31.52159, 41.17272)
H (-2.94239, -32.61513, 39.13552)
H (-1.05896, -30.23425, 38.82311)
H (-2.65178, -30.29616, 38.22683)
C (-4.36671, -36.66352, 31.64437)
C (-4.71260, -37.73832, 30.63171)
C (-4.64789, -37.33131, 29.15776)
O (-3.50621, -37.99443, 28.64711)
C (-3.00607, -38.85855, 29.53787)
O (-2.14804, -39.65984, 29.37046)
O (-3.63984, -38.67256, 30.72351)
H (-5.20558, -36.01996, 31.91673)
H (-3.57009, -35.98870, 31.29358)
H (-3.86587, -37.04392, 32.53685)
H (-5.65070, -38.20064, 30.94723)
H (-4.44804, -36.25974, 29.13501)
H (-5.54366, -37.62792, 28.61557)
C (-0.63203, -36.80146, 28.81649)
C (0.81242, -36.94450, 29.30724)
C (1.35193, -35.79376, 30.17359)
O (1.97035, -36.47700, 31.27483)
C (1.61304, -37.76883, 31.26263)
O (1.90901, -38.55463, 32.11627)
O (0.79001, -38.03336, 30.25089)
H (-1.29539, -37.06071, 29.64216)
H (-0.85674, -37.45386, 27.97771)
H (-0.85446, -35.74371, 28.66284)
H (1.54354, -37.19393, 28.53436)
H (0.52577, -35.14004, 30.46487)
H (2.09099, -35.21637, 29.62215)
C (-6.90286, -29.40116, 32.57899)
C (-6.00450, -29.76295, 33.76920)
C (-6.90295, -29.91258, 35.02042)
C (-6.28952, -30.71214, 36.16704)
C (-5.94649, -32.08223, 35.58626)
C (-5.02193, -32.04084, 34.37755)
N (-5.38171, -31.03255, 33.38147)
O (-4.70472, -31.11273, 32.16922)
C (-3.58718, -31.85080, 34.88248)
C (-5.15857, -33.42259, 33.68501)
C (-4.98791, -28.62418, 33.94660)
H (-7.58672, -30.22951, 32.38910)
H (-6.34693, -29.20553, 31.66046)
H (-7.42869, -28.45893, 32.76347)
H (-7.23731, -28.88058, 35.15977)
H (-7.80966, -30.42387, 34.67600)
H (-6.98884, -30.86109, 36.98881)
H (-5.37059, -30.24217, 36.52616)
H (-6.90170, -32.60254, 35.48232)
H (-5.31629, -32.64780, 36.27292)
H (-2.82265, -31.93884, 34.10997)
H (-3.43283, -30.87103, 35.34299)
H (-3.34046, -32.60997, 35.63036)
H (-6.10646, -33.46137, 33.14754)
H (-4.34973, -33.55605, 32.96122)
H (-5.02142, -34.25125, 34.38173)
H (-5.41813, -27.62248, 33.90032)
H (-4.28941, -28.66412, 33.10652)
H (-4.35195, -28.76492, 34.82333)
H (-5.32494, -31.56058, 31.58004)
C (-1.75482, -42.57415, 32.68126)
C (-1.04123, -41.62297, 33.65971)
C (-1.59844, -40.21482, 33.33770)
C (-1.50031, -39.23460, 34.47684)
C (-2.06073, -39.80909, 35.76276)
C (-1.43231, -41.17373, 36.16591)
N (-1.40776, -42.06091, 35.00996)
O (-0.88584, -43.31044, 35.39624)
C (0.00180, -40.88127, 36.69416)
C (-2.30859, -41.68202, 37.28977)
C (0.45613, -41.54576, 33.36652)
H (-1.29802, -43.56178, 32.77458)
H (-1.78396, -42.11487, 31.69246)
H (-2.81314, -42.71562, 32.92282)
H (-1.09397, -39.75260, 32.49079)
H (-2.65419, -40.42550, 33.14142)
H (-1.96135, -38.29772, 34.15622)
H (-0.43403, -39.02447, 34.60678)
H (-3.15285, -39.90069, 35.74469)
H (-1.87917, -39.09998, 36.57581)
H (0.41269, -41.87556, 36.88383)
H (0.63436, -40.32041, 36.00847)
H (0.05978, -40.30397, 37.61866)
H (-3.35548, -41.76042, 36.98575)
H (-2.01934, -42.65849, 37.68446)
H (-2.27164, -40.99665, 38.13942)
H (0.68429, -41.55646, 32.30559)
H (1.11906, -42.24341, 33.89214)
H (0.80926, -40.65748, 33.90066)
H (-1.49978, -43.97951, 35.07518)
C (-0.03675, -29.09810, 34.50834)
C (-0.10995, -29.21212, 32.98823)
C (0.81709, -28.11365, 32.37994)
C (2.29219, -28.52078, 32.50451)
C (2.43622, -29.84651, 31.78105)
C (1.59918, -31.01169, 32.33103)
N (0.18797, -30.54764, 32.42450)
O (-0.67091, -31.55634, 32.84769)
C (1.65127, -32.06777, 31.23127)
C (2.11351, -31.52276, 33.68771)
C (-1.53587, -28.88995, 32.53095)
H (-0.81084, -29.70813, 34.98718)
H (-0.16901, -28.05813, 34.80714)
H (0.88621, -29.49355, 34.93676)
H (0.61652, -28.02576, 31.30973)
H (0.60250, -27.14249, 32.82727)
H (2.72002, -28.57249, 33.51007)
H (2.90953, -27.73364, 32.05742)
H (3.46564, -30.20340, 31.90358)
H (2.27257, -29.71895, 30.71144)
H (2.70189, -32.30266, 31.04110)
H (1.17863, -33.00346, 31.53982)
H (1.12034, -31.64039, 30.38538)
H (1.37258, -32.04141, 34.30580)
H (2.89079, -32.28753, 33.59751)
H (2.50178, -30.73002, 34.33108)
H (-1.83911, -27.88464, 32.82497)
H (-2.17733, -29.67858, 32.92398)
H (-1.56560, -28.96200, 31.44296)
H (-0.47840, -31.66969, 33.79774)

Cartesian forces, eV/Å:
C 0.95 -0.21 0.06
C -0.38 1.32 -0.09
O -0.22 -0.54 0.33
H -0.47 -0.11 -0.16
H -0.34 -0.31 0.05
H -0.02 0.15 -0.08
H -0.22 -0.27 0.07
H -0.30 -0.20 0.31
C -0.83 0.77 0.20
C 1.09 -0.30 0.38
C 0.51 -0.40 0.49
O -0.43 -0.41 0.11
C 0.79 1.52 0.20
O -0.04 -0.71 0.16
O -0.82 -0.24 -0.73
H 0.10 -0.79 -0.01
H -0.58 0.00 -0.01
H 0.80 -0.20 -0.04
H -0.23 0.48 -0.64
H 0.01 0.31 -0.14
H -0.22 0.13 -0.05
C -0.33 0.55 0.55
C 1.18 -1.68 0.05
C 0.18 0.96 -1.46
O -1.28 -1.13 0.70
C 0.47 1.30 -0.55
O -0.06 -0.25 -0.21
O 0.05 -0.25 0.75
H 0.01 0.45 -0.13
H -0.01 0.09 0.14
H -0.48 -0.35 -0.02
H 0.24 0.58 -0.58
H 0.37 0.17 0.21
H -0.44 -0.51 0.45
C -0.98 0.78 0.75
C 0.43 1.54 1.19
C -0.36 -0.09 1.01
O 0.26 0.47 -1.14
C -0.50 -0.41 0.68
O 0.40 0.68 -0.20
O -0.31 -0.99 -0.32
H 0.35 -0.60 -0.05
H 0.62 -0.16 -0.29
H -0.24 0.11 -0.38
H 0.16 -0.33 -0.51
H 0.50 -0.37 -0.29
H -0.30 -0.56 -0.31
C 0.69 1.27 -0.08
C 0.77 0.30 1.06
C -0.09 0.65 0.71
O -0.01 -0.25 -0.99
C -0.56 0.04 1.13
O 0.07 0.03 -0.38
O 0.09 -1.15 -0.02
H -0.12 -0.19 0.04
H -0.14 -0.03 -0.46
H -0.59 -0.52 0.11
H 0.08 -0.35 -0.38
H -0.25 0.01 -0.47
H 0.11 0.11 -0.24
C 0.47 0.52 0.36
C -0.74 0.07 0.40
C -0.01 -0.09 -1.11
O 0.76 -0.15 -0.24
C -0.52 0.33 0.59
O 0.26 -0.15 0.15
O 0.57 -0.57 -0.27
H 0.27 0.04 0.06
H 0.05 0.13 -0.17
H -0.01 -0.10 -0.43
H -0.23 -0.16 -0.21
H -0.30 0.15 0.39
H 0.35 -0.08 0.11
C -0.11 0.55 -0.04
C 0.44 0.17 -1.19
C -0.19 -0.07 -1.08
C 0.33 0.19 -0.64
C 0.25 0.52 0.69
C 0.44 -0.74 -1.18
N -1.74 -0.61 1.79
O 0.29 0.49 0.12
C 0.46 -0.04 0.18
C 0.98 0.34 -0.23
C 0.79 -0.34 -0.46
H -0.21 0.16 0.03
H 0.28 -0.22 0.13
H -0.30 -0.21 0.16
H 0.14 -0.04 0.84
H 0.02 -0.23 0.14
H 0.06 0.29 0.12
H -0.13 0.17 0.20
H 0.20 -0.26 -0.62
H -0.60 -0.11 0.45
H -0.27 0.00 -0.29
H -0.19 0.01 0.07
H -0.03 -0.03 0.00
H -0.14 -0.21 0.22
H -0.08 0.12 -0.12
H -0.38 0.08 0.19
H -0.22 -0.07 0.39
H -0.07 -0.07 -0.07
H -0.24 0.19 0.21
H 0.15 0.00 -0.02
C -0.10 -0.08 0.45
C 0.23 -0.12 -0.78
C -0.96 -0.61 0.85
C 0.55 -0.21 -0.01
C -0.02 0.11 0.03
C 0.80 1.98 -0.12
N -1.73 0.59 0.39
O 0.80 -0.21 -0.23
C -0.13 -0.70 0.24
C -0.25 -0.73 0.49
C 0.85 0.02 1.58
H 0.16 0.00 -0.73
H 0.59 -0.48 -0.23
H 0.04 0.24 0.41
H -0.15 -0.51 -0.37
H -0.12 0.57 -0.39
H -0.08 0.07 0.27
H -0.07 0.25 0.20
H -0.04 -0.19 -0.41
H 0.19 -0.14 0.14
H 0.48 0.18 0.02
H -0.12 -0.26 -0.28
H -0.43 -0.10 0.10
H 0.04 0.00 -0.18
H 0.19 -0.01 -0.18
H 0.08 0.14 -0.11
H 0.02 0.35 0.00
H -0.61 -0.84 -0.33
H 0.07 0.50 -0.93
H -0.21 0.24 0.00
C -0.11 -0.75 0.51
C -0.25 0.69 -0.41
C 0.50 -1.11 0.29
C -0.16 0.53 -0.28
C 1.11 -0.19 0.76
C -1.02 0.42 0.06
N 1.06 1.04 -1.03
O 0.13 0.43 0.72
C -0.03 -0.53 0.92
C 0.37 -0.32 0.42
C 0.29 -0.48 -0.09
H -0.19 0.19 -0.09
H -0.03 -0.03 0.11
H 0.19 0.33 -0.17
H -0.13 -0.04 -0.04
H -0.11 -0.08 0.18
H -0.61 -0.17 0.27
H 0.02 -0.19 -0.36
H 0.10 0.10 -0.25
H -0.25 -0.04 -0.01
H -0.02 0.12 -0.36
H -0.29 0.12 -0.13
H 0.16 -0.31 -0.27
H -0.33 0.10 -0.33
H 0.18 0.24 -0.34
H 0.12 0.08 -0.18
H -0.13 -0.08 0.23
H -0.35 0.32 0.01
H -0.06 0.03 -0.01
H -0.24 -0.37 -0.11

=====

Density functional theory data (ωB97M-V with the def2-TZVPD basis set) for 2 unconnected molecules or ions with the total composition C2H3NOS at a distorted geometry.

Computed properties:
E_tot: -606.13752 a.u.
ΔE to the lowest compared entry with this formula, charge and spin: 31.3 kcal per mole
HOMO level: -9.537 eV
2S+1: 1
Orbital gap: 8.261 eV

Element x y z (Å)
N (0.68820, 0.33308, 1.49951)
C (0.28669, 1.16297, 0.77974)
O (0.01091, 2.15334, 0.20718)
H (0.41611, -0.63605, 1.39119)
C (-0.31183, -0.67041, -1.08455)
S (-0.58105, -1.92227, -0.11818)
H (-1.14007, -0.00214, -1.27586)
H (0.63105, -0.41851, -1.39902)

Cartesian forces, eV/Å:
N 1.09 -3.08 2.26
C -0.85 4.55 -1.66
O -0.11 -0.98 -0.10
H 0.43 0.22 0.37
C -2.53 -0.89 1.17
S -0.24 -0.59 -0.53
H 0.02 0.15 -0.56
H 2.20 0.62 -0.97

=====

Density functional theory data (ωB97M-V with the def2-TZVPD basis set) for a molecular structure, C20H16BN3O3Ti at a distorted geometry.

Computed properties:
E_tot: -2035.89055 a.u.
ΔE to the lowest compared entry with this formula, charge and spin: 28.7 kcal per mole
HOMO level (spin up / spin down): -10.903 / -11.513 eV
Net charge: +1
2S+1: 2
Orbital gap (spin up / spin down): 7.210 / 6.880 eV

Element x y z (Å)
Ti (0.96352, -0.23581, 0.19120)
C (0.96734, -0.43861, -3.35760)
C (1.60289, -0.61417, -2.01988)
N (1.24777, -1.55799, -1.17099)
N (0.22092, -2.46298, -1.39742)
C (-0.59211, -2.38281, -0.38412)
O (-0.37966, -1.45685, 0.56481)
C (-1.83124, -3.17227, -0.36097)
C (-1.95331, -4.32463, -1.13263)
C (-3.15175, -5.01840, -1.13492)
C (-4.22378, -4.56193, -0.37556)
C (-4.09761, -3.41679, 0.39718)
C (-2.89749, -2.72347, 0.41079)
C (2.64589, 0.29507, -1.48306)
C (3.29856, 1.26857, -2.23412)
C (4.34936, 1.95298, -1.65798)
C (4.73280, 1.67532, -0.34607)
C (3.98948, 0.77572, 0.37409)
N (2.94905, 0.12397, -0.16805)
H (0.28286, 0.40769, -3.33986)
H (0.40588, -1.33328, -3.60621)
H (1.71324, -0.25506, -4.13260)
H (-1.11144, -4.66823, -1.71985)
H (-3.25217, -5.91790, -1.72871)
H (-5.16118, -5.10432, -0.38568)
H (-4.93264, -3.06513, 0.98908)
H (-2.78427, -1.83392, 1.01573)
H (3.00472, 1.44675, -3.25922)
H (4.88745, 2.69732, -2.23280)
H (5.57928, 2.16658, 0.11293)
H (4.19803, 0.56605, 1.41279)
O (-0.72536, 2.75946, 0.04416)
B (-0.10392, 1.55684, 0.07524)
O (0.22198, 1.19396, 1.45129)
C (-0.31374, 2.23166, 2.22764)
C (-0.32479, 2.35380, 3.59177)
C (-0.93019, 3.50651, 4.08679)
C (-1.48123, 4.45994, 3.23237)
C (-1.45572, 4.30387, 1.84728)
C (-0.86049, 3.16131, 1.37884)
H (0.10486, 1.60334, 4.24015)
H (-0.97474, 3.66043, 5.15635)
H (-1.94299, 5.34345, 3.65351)
H (-1.88406, 5.03394, 1.17430)

Cartesian forces, eV/Å:
Ti 0.81 0.39 1.47
C 0.29 0.02 -0.11
C -0.12 -0.35 -0.13
N -0.56 -0.41 -0.72
N 0.44 0.16 -0.13
C -0.09 0.43 -0.06
O -0.81 -1.39 -0.30
C 0.18 0.05 0.24
C -0.05 -0.07 -0.06
C 0.03 0.00 0.00
C -0.01 -0.04 -0.03
C 0.03 0.01 0.00
C -0.10 -0.03 0.09
C 0.18 -0.18 -0.09
C 0.03 0.06 -0.22
C 0.03 0.07 -0.10
C 0.12 0.12 -0.09
C -0.25 -0.11 0.02
N 0.61 -0.03 -0.08
H -0.05 0.10 0.02
H -0.03 -0.05 0.00
H -0.02 -0.02 0.03
H -0.04 0.02 0.01
H 0.00 0.03 0.02
H 0.04 0.01 0.00
H 0.02 -0.01 -0.01
H 0.00 -0.01 -0.02
H 0.05 0.02 0.03
H -0.03 -0.06 0.02
H -0.04 0.01 -0.03
H -0.01 -0.01 0.08
O -0.03 -0.06 0.39
B -0.28 0.71 -0.04
O -0.36 0.68 0.15
C 0.28 -0.50 -0.05
C -0.02 0.10 0.19
C -0.01 0.02 -0.03
C 0.02 0.00 -0.02
C -0.11 0.18 0.15
C -0.16 0.18 -0.56
H -0.01 0.00 -0.01
H 0.00 0.00 -0.02
H 0.02 -0.04 -0.01
H 0.01 -0.02 0.03